Molecular formula: C41H54NO21
Method: DFT, the ωB97M-V functional and the def2-TZVPD basis

Computed properties:
Net charge: +1
Total energy: -87851.49845 eV
ΔE to the lowest compared entry with this formula, charge and spin: 274.6 kJ/mol
HOMO: -10.71 eV
Orbital gap: 0.22888 Ha

Last column: Löwdin charge in e.
Positions of all 117 atoms, in Å:
C -0.555 1.360 2.045  -0.01
N 0.085 0.048 2.219  -0.32
C -0.248 -0.629 3.471  0.05
C -0.369 -0.720 0.992  -0.02
C 1.596 0.113 2.018  -0.08
C 2.519 -1.176 2.041  -0.23
O 3.815 -0.849 1.758  -0.03
H -1.801 1.287 1.993  0.17
H -0.076 1.924 1.215  0.10
H -0.401 1.933 2.906  0.08
H 0.279 -1.589 3.560  0.13
H -1.292 -0.812 3.786  0.15
H -0.056 -0.055 4.066  -0.04
H -0.187 -1.767 0.827  0.08
H 0.025 -0.160 -0.078  0.19
H -1.455 -0.797 0.921  0.08
H 2.036 0.725 2.690  0.07
H 1.783 0.910 1.013  0.19
H 2.085 -1.805 1.400  0.05
H 2.423 -1.498 3.150  0.15
H 4.210 -0.368 2.512  0.12
C -4.372 -0.775 -0.482  0.13
C -3.788 0.534 -1.101  -0.12
C -4.598 1.208 -2.079  -0.42
O -4.243 2.370 -2.498  0.05
C -5.694 0.595 -2.675  0.09
C -6.198 -0.735 -2.048  -0.10
C -5.485 -1.519 -1.094  -0.39
O -5.741 -2.689 -0.814  0.14
O -7.530 -1.070 -2.256  0.08
O -2.662 1.140 -0.561  0.05
H -3.903 -1.283 0.265  0.07
H -6.360 1.251 -3.165  0.11
H -7.888 -0.330 -2.888  0.18
H -2.690 2.026 -1.009  0.13
C -6.134 0.065 2.870  0.08
C -7.364 0.155 1.913  -0.04
C -7.365 1.139 0.817  -0.30
O -8.299 1.247 -0.044  0.07
C -6.186 2.017 0.697  0.08
C -5.085 1.964 1.645  -0.10
C -5.100 0.819 2.699  -0.48
O -4.189 0.619 3.442  0.12
O -4.045 2.863 1.745  0.08
O -8.598 -0.458 2.018  0.11
H -6.034 -0.669 3.641  0.13
H -6.178 2.609 -0.096  0.07
H -4.030 3.339 0.934  0.09
H -9.221 0.126 1.614  0.10
C 4.006 2.802 1.337  0.10
C 3.036 3.589 0.555  -0.13
C 3.489 4.407 -0.554  -0.33
O 2.689 5.071 -1.197  0.13
C 4.986 4.499 -0.789  0.18
C 5.939 3.586 0.003  -0.14
C 5.443 2.722 1.025  -0.38
O 6.229 2.053 1.696  0.10
O 7.224 3.324 -0.312  0.14
O 1.653 3.708 0.690  0.06
H 3.797 2.342 2.220  0.06
H 5.414 5.017 -1.505  0.05
H 7.567 2.674 0.202  0.05
H 1.447 4.197 -0.088  0.07
C -4.087 -2.466 -4.520  0.13
C -4.474 -3.908 -4.194  -0.22
C -3.636 -4.582 -3.319  -0.37
O -3.898 -5.761 -2.950  0.08
C -2.441 -3.845 -2.811  0.12
C -2.076 -2.417 -3.034  -0.10
C -2.958 -1.693 -3.970  -0.50
O -2.730 -0.696 -4.411  0.22
O -1.034 -1.721 -2.387  0.09
O -5.580 -4.552 -4.640  0.07
H -4.627 -2.011 -5.410  0.14
H -1.666 -4.402 -2.170  0.13
H -0.347 -2.201 -2.139  -0.03
H -5.319 -5.552 -4.644  0.17
C 2.351 -0.500 -3.394  -0.01
C 2.964 0.204 -2.122  -0.42
O 2.122 0.770 -1.492  0.04
C 4.522 0.187 -1.950  0.02
H 3.172 -0.882 -3.906  0.03
H 1.509 0.032 -3.981  0.12
H 1.818 -1.437 -3.088  0.07
H 5.070 0.058 -2.922  0.10
H 4.848 -0.569 -1.286  0.03
H 4.855 1.160 -1.594  0.06
C 1.197 6.174 3.282  -0.02
C 0.021 6.098 2.287  -0.48
O 0.302 6.449 1.109  0.00
C -1.287 5.362 2.537  -0.06
H 1.652 5.124 3.365  0.10
H 0.625 6.433 4.248  0.11
H 1.996 6.737 3.086  0.02
H -1.543 4.747 1.534  0.10
H -2.180 6.176 2.740  0.14
H -1.115 4.520 3.427  0.12
C 1.170 -5.539 -0.477  0.04
C 1.726 -4.141 -0.662  -0.41
O 0.974 -3.233 -0.929  0.04
C 3.244 -3.879 -0.611  0.00
H 1.360 -5.828 0.526  0.10
H 1.638 -6.138 -1.059  0.03
H 0.254 -5.613 -0.861  0.04
H 3.784 -4.732 -1.019  0.08
H 3.701 -3.585 0.311  0.06
H 3.614 -2.955 -1.242  0.12
C 7.442 -4.127 0.461  0.00
C 6.896 -2.770 0.053  -0.56
O 6.361 -2.616 -1.044  0.03
C 7.181 -1.626 0.881  -0.05
H 6.655 -4.716 0.219  0.03
H 7.672 -4.091 1.646  0.14
H 8.445 -4.148 0.035  0.10
H 6.960 -0.522 0.291  0.15
H 8.211 -1.633 1.241  0.08
H 6.332 -1.765 1.679  0.12